## one
Below is the molecule C2H2N2O4, with properties calculated with ωB97M-V/def2-TZVPD.

Each line ends with the natural charge from an NBO analysis.
Geometry (Å):
O -2.8847 -0.6152 0.0174  -0.52
C -1.7698 -0.2422 -0.0797  0.85
N -1.2504 1.0369 -0.1628  -0.35
O 0.1602 0.9309 -0.1581  -0.34
C 0.4555 -0.4486 -0.1380  0.70
N 1.6136 -0.9386 -0.0623  -0.23
O 2.5263 0.1032 -0.0005  -0.55
O -0.6795 -1.1158 -0.1292  -0.46
H -1.5252 1.6759 0.5962  0.41
H 3.3540 -0.3864 0.1169  0.48

## Properties
Frontier orbital gap, eV: 10.151
HOMO level, eV: -9.6312
SMILES: O=c1[nH]o/c(=N\O)o1
Net charge: 0

***

## two
Below is a structure of composition C2H2N2O4, with properties calculated with ωB97M-V/def2-TZVPD.

Each line ends with the natural charge from an NBO analysis.
Geometry (Å):
C -0.7169 0.3561 -0.2854  0.52
C 1.3855 -0.3741 -0.0455  0.97
H -1.3816 -1.4013 0.6623  0.44
H -0.2927 2.1624 0.3638  0.38
N -1.9835 0.3725 0.0629  -0.14
N 0.1043 1.5370 -0.2933  -0.30
O -2.4256 -0.9088 0.2012  -0.50
O 1.3443 1.0064 0.4216  -0.37
O 2.3615 -1.0922 0.0438  -0.50
O 0.0719 -0.7578 -0.3451  -0.49

## Properties
Frontier orbital gap, eV: 9.888
HOMO level, eV: -9.9376
Net charge: 0

***

Result of the stability comparison: two is the least stable of them.

***

## one
Below is the molecule C2H7NO2S, with properties calculated with ωB97M-V/def2-TZVPD.

Each line ends with the natural charge from an NBO analysis.
Geometry (Å):
C -0.2926 1.1610 -0.2695  0.11
C -0.5900 -1.2658 -0.1301  -0.43
N 0.2686 -0.1443 0.1475  -0.69
O 2.6041 0.6594 -0.1054  -0.97
O -1.6317 1.2510 0.0416  -0.73
S 1.8704 -0.5870 -0.1558  1.31
H -1.8988 1.6486 0.9500  0.49
H 0.2750 1.8302 0.3632  0.18
H -0.1697 1.4857 -1.4009  0.16
H -1.1491 -1.1875 -1.0467  0.20
H 0.0126 -2.1419 -0.1967  0.19
H -1.2677 -1.5915 0.6941  0.20
H 1.9689 -1.1177 1.1088  -0.02

## Properties
Frontier orbital gap, eV: 9.334
HOMO level, eV: -8.6940
Net charge: 0

***

## two
Below is the molecule C2H7NO2S, with properties calculated with ωB97M-V/def2-TZVPD.

Each line ends with the natural charge from an NBO analysis.
Geometry (Å):
C -0.1668 0.7582 -1.6425  -0.67
C -0.5157 -0.1233 -0.4755  -0.42
N -0.1014 0.6460 2.7678  -0.51
O 1.4573 1.5833 0.8165  -0.94
O 0.6363 -0.3609 2.1665  -0.57
S 1.3804 0.1150 0.7287  1.35
H 0.5821 1.4814 -1.4709  0.23
H 0.1160 0.1251 -2.4341  0.21
H -0.9551 1.4039 -1.9509  0.22
H -0.6428 -1.1222 -0.6884  0.20
H -1.1541 0.2901 0.3083  0.20
H 0.4998 1.0361 3.4823  0.35
H -0.3195 1.3545 2.0360  0.35

## Properties
Frontier orbital gap, eV: 9.288
HOMO level, eV: -8.7009
Net charge: 0

***

Result of the stability comparison: two is the least stable of them.

***

## one
Below is a cluster of 2 separate species, CH5S3 in total, with properties calculated with ωB97M-V/def2-TZVPD.

Each line ends with the natural charge from an NBO analysis.
Geometry (Å):
S -0.5425 -2.7800 -0.2723  -0.56
H -1.0402 -1.9019 -1.1562  0.12
C 0.4197 1.4010 -0.3898  -0.75
S -0.7446 1.0226 0.9610  -0.02
S 0.2969 -0.4452 2.0102  -0.59
H 0.8812 0.4858 -0.7457  0.22
H -0.1232 1.8724 -1.2095  0.19
H 1.1562 2.1074 -0.0178  0.19
H -0.3035 -1.7620 0.8200  0.19

## Properties
Frontier orbital gap, eV: 6.513
HOMO level, eV: -2.8866
Net charge: -1

***

## two
Below is a cluster of 2 separate species, CH5S3 in total, with properties calculated with ωB97M-V/def2-TZVPD.

Each line ends with the natural charge from an NBO analysis.
Geometry (Å):
S -2.1322 -0.4524 -1.8478  -0.48
H -2.6346 0.7698 -2.4115  0.13
C 1.4636 -0.5314 0.8298  -0.78
S 1.0031 0.9155 1.6564  0.03
S -0.7453 1.3806 0.6657  -0.71
H 0.8058 -1.3729 0.9865  0.20
H 2.5904 -0.7947 1.0181  0.19
H 1.4184 -0.3094 -0.1889  0.21
H -1.7693 0.3948 -0.7081  0.20

## Properties
Frontier orbital gap, eV: 6.028
HOMO level, eV: -2.5886
Net charge: -1

***

Result of the stability comparison: two is the least stable of them.

***

## one
Below is the ion CH3O2S2 with charge -1, with properties calculated with ωB97M-V/def2-TZVPD.

Each line ends with the natural charge from an NBO analysis.
Geometry (Å):
C 0.6596 0.5636 -0.5352  -0.88
S -0.6500 -0.2455 0.5723  1.94
O -1.8332 -0.1245 -0.2328  -1.01
O -0.5547 0.4214 1.8757  -1.00
S -0.1104 -2.1159 0.6407  -0.73
H 0.8098 -0.4456 -1.0515  0.24
H 0.1465 1.1471 -1.2705  0.22
H 1.5324 0.7994 0.0013  0.22

## Properties
Frontier orbital gap, eV: 7.691
HOMO level, eV: -3.7989
SMILES: CS(=O)(=O)[S-]
Net charge: -1

***

## two
Below is the ion CH3O2S2 with charge -1, with properties calculated with ωB97M-V/def2-TZVPD.

Each line ends with the natural charge from an NBO analysis.
Geometry (Å):
C -0.3090 -0.4093 0.6601  -0.73
O -0.4208 2.0597 0.1548  -1.05
O 1.1294 0.7682 -1.3935  -1.04
S -0.1544 -1.8602 -0.4659  -0.20
S 0.7525 1.1080 0.0453  1.44
H -1.2639 -0.1368 0.4709  0.20
H -0.0947 -0.5700 1.8595  0.20
H 0.3610 -0.9595 -1.3312  0.19

## Properties
Frontier orbital gap, eV: 7.246
HOMO level, eV: -3.6350
Net charge: -1

***

Result of the stability comparison: two is the least stable of them.